(1)
2 unconnected molecules or ions with the total composition C11H14NO2 in a non-equilibrium geometry, computed with wB97M-V/def2-TZVPD.

The energy relative to the best compared isomer or geometry (same formula, charge and spin) is 163.22 kcal/mol. For the lowest unoccupied orbital energy, the calculation gives -6.51 eV. The calculation puts the electronic energy at -632.342967 a.u. The value obtained for the HOMO energy is -0.4959 hartree.

ORCA input file:
```
! RIJCOSX wB97M-V def2-TZVPD def2/J DEFGRID3
* xyz 1 1
C 3.7262 0.0823 -1.4581
C 3.6107 -1.1978 -0.9863
C 3.2041 1.1728 -0.7933
C 3.0796 -1.5049 0.2227
C 2.4595 0.9066 0.3208
C 2.4713 -0.3714 0.9374
C -1.0270 1.1550 0.5777
C -3.3107 -1.1942 -0.9182
C -4.0278 1.1164 -0.1559
C 1.8897 -0.4624 2.1767
C -3.0782 -0.0549 0.0032
N -1.8330 0.6176 -0.2986
O -0.8413 2.1163 1.1769
O -0.4919 -0.0151 0.1815
H 4.5486 0.3682 -2.1580
H 4.3966 -1.9544 -1.3933
H 3.4019 2.1976 -1.1364
H 3.1408 -2.4407 0.6421
H 1.9090 1.6395 0.7508
H -3.5315 -0.8850 -1.8714
H -2.5421 -1.8831 -0.9035
H -4.1365 -1.9173 -0.6982
H -3.7409 1.8708 0.4941
H -4.2415 1.4784 -1.0898
H -4.9894 0.7691 0.2060
H 1.1972 0.2881 2.5021
H 1.9125 -1.4545 2.6594
H -3.1561 -0.4428 1.0096
*
```

(2)
A molecular structure, C11H14NO6Pt in a non-equilibrium geometry, computed with wB97M-V/def2-TZVPD.

As for the expectation value of S²: 2.006. For the lowest unoccupied orbital energy (alpha / beta), the calculation gives -4.04 / -5.48 eV. The calculation puts the electronic energy at -1052.782028 a.u. The value obtained for the HOMO energy (alpha / beta) is -0.4541 / -0.4739 hartree.

ORCA input file:
```
! RIJCOSX wB97M-V def2-TZVPD def2/J DEFGRID3
* xyz 1 3
Pt -0.5822 -0.1517 0.0873
O 1.5076 -2.5211 3.2118
C 0.9466 -1.6961 2.3650
O -0.0727 -1.9487 1.7428
C 1.6403 -0.3843 2.2187
C 2.7084 0.0373 2.9994
C 3.2307 1.3096 2.7833
C 2.6649 2.1184 1.8108
C 1.6033 1.6144 1.0681
N 1.1238 0.3974 1.2626
C 0.8816 2.4506 -0.0245
O 1.4444 3.4196 -0.4672
O -0.2640 1.9971 -0.3249
H 1.0311 -3.3665 3.3000
H 3.1107 -0.6204 3.7541
H 4.0620 1.6621 3.3741
H 3.0154 3.1181 1.6052
C 0.5426 0.7215 -2.9470
O -0.4217 -0.1290 -2.3458
C -1.7572 0.1728 -2.7311
C -2.6470 -0.9034 -2.1239
O -2.6184 -0.7553 -0.7084
C -3.2970 -1.7979 -0.0220
H 0.5270 0.5934 -4.0343
H 1.5135 0.4198 -2.5607
H 0.3590 1.7738 -2.7137
H -1.8406 0.1527 -3.8250
H -2.0441 1.1678 -2.3610
H -2.2645 -1.8945 -2.4090
H -3.6792 -0.7942 -2.4783
H -4.3449 -1.8283 -0.3334
H -3.2461 -1.5648 1.0396
H -2.8334 -2.7703 -0.2129
*
```

(3)
A molecular structure, C11H15AuClMnNO3S in a non-equilibrium geometry, computed with wB97M-V/def2-TZVPD.

The energy relative to the best compared isomer or geometry (same formula, charge and spin) is 3.83 kcal/mol. As for the expectation value of S²: 12.065. For the lowest unoccupied orbital energy (alpha / beta), the calculation gives 2.59 / 1.56 eV. The calculation puts the electronic energy at -2853.498730 a.u. The value obtained for the HOMO energy (alpha / beta) is -0.1149 / -0.2159 hartree.

ORCA input file:
```
! RIJCOSX wB97M-V def2-TZVPD def2/J DEFGRID3
* xyz -1 7
Au 0.0740 0.3169 -0.9199
Cl 0.2625 0.0993 -3.3712
C 1.8640 -0.0086 0.1295
H 1.8199 0.4530 1.1124
H 2.7471 0.2824 -0.4299
H 1.7910 -1.0913 0.2455
Mn 1.1218 2.0874 -3.5053
C 2.7681 1.9452 -4.5008
C -0.3733 3.0020 -4.2450
C 1.4139 2.9013 -1.9318
H -0.8554 3.1958 -3.2651
H -0.2178 3.9639 -4.7642
H -1.0014 2.3272 -4.8683
H 3.4218 1.7597 -3.6231
H 2.7332 1.0461 -5.1560
H 3.1828 2.7940 -5.0749
H 2.5231 3.1963 -1.8033
H 0.7861 3.8543 -1.7820
O 0.0404 0.8586 2.7012
C -0.5569 -0.1321 2.2936
N -0.7327 -0.5112 0.9681
S -1.0317 -2.1510 0.7175
O -2.1644 -2.4145 -0.1254
O 0.1538 -2.9148 0.4372
C -1.4812 -2.3148 2.4370
C -2.1186 -3.4449 2.9346
C -2.4667 -3.4083 4.2904
C -2.1413 -2.2728 5.0988
C -1.4733 -1.1462 4.5570
C -1.1842 -1.1800 3.1740
H -2.3274 -4.2795 2.2596
H -2.9858 -4.2684 4.7093
H -2.4183 -2.2926 6.1646
H -1.1734 -0.2524 5.1359
*
```

(4)
A molecular structure, C11H15AuClN4S, computed with wB97M-V/def2-TZVPD.

The energy relative to the best compared isomer or geometry (same formula, charge and spin) is 0.00 kcal/mol. For the lowest unoccupied orbital energy, the calculation gives -4.53 eV. The calculation puts the electronic energy at -1641.016394 a.u. The value obtained for the HOMO energy is -0.4393 hartree.

ORCA input file:
```
! RIJCOSX wB97M-V def2-TZVPD def2/J DEFGRID3
* xyz 1 1
Au -0.5164 -0.0793 -0.0121
C 1.1460 -2.9463 -5.0947
C -0.2969 -2.8434 -4.6269
N -0.4223 -2.8997 -3.1679
C -0.2759 -1.8431 -2.3779
S -0.4097 -2.2394 -0.6242
N -0.0183 -0.6662 -2.8992
N 0.0353 0.3310 -1.9777
C 0.3128 1.5403 -2.3034
C 0.7260 1.9566 -3.6708
C 0.1911 2.5157 -1.1962
C 0.3149 3.8764 -1.4009
C 0.2756 4.7342 -0.3091
C 0.1354 4.2052 0.9592
C -0.0234 2.8355 1.0937
N -0.0230 2.0168 0.0451
H 1.1784 -3.0458 -6.1792
H 1.6368 -3.8174 -4.6605
H 1.7085 -2.0566 -4.8136
H -0.8990 -3.6589 -5.0242
H -0.7443 -1.9052 -4.9506
H -0.5823 -3.7930 -2.7323
H 0.9909 1.0799 -4.2537
H 1.5809 2.6298 -3.6111
H -0.0825 2.4792 -4.1871
H 0.4502 4.2598 -2.4013
H 0.3751 5.8013 -0.4535
H 0.1319 4.8318 1.8387
H -0.1668 2.3790 2.0608
Cl -2.2603 1.0089 2.4269
C -1.7670 -0.4638 1.5932
H -2.6362 -0.8900 1.1018
H -1.3480 -1.1499 2.3208
*
```